# 1
Molecular formula: C8H8O2S
Method: DFT, the ωB97M-V functional and the def2-TZVPD basis

Each line ends with the Löwdin charge.
Element x y z (Å)
C 1.78 1.85 0.81  -0.09
C 1.75 1.10 1.95  -0.32
C 0.95 1.30 -0.22  -0.21
C 0.31 0.08 0.14  -0.36
C 0.70 1.99 -1.34  0.01
C -0.74 -0.66 -0.60  -0.82
C -2.13 -0.54 0.03  -0.01
C -0.29 -2.16 -0.54  -0.04
O 0.47 2.74 -2.18  0.29
O -0.80 -0.25 -1.84  -0.15
S 0.78 -0.32 1.70  1.14
H 2.36 2.71 0.74  0.10
H 2.41 1.11 2.72  0.03
H -2.69 -0.99 -0.70  0.07
H -2.48 0.42 0.13  0.06
H -2.20 -0.85 1.02  0.06
H 0.77 -2.23 -1.10  0.14
H -0.88 -2.69 -1.17  0.04
H -0.07 -2.61 0.45  0.06

Output
Energy = -23351.808 eV
Multiplicity = 1
Net charge = 0
E_LUMO = -0.95 eV
ΔE to the lowest compared entry with this formula, charge and spin = 431.9 kJ/mol
HOMO = -7.51 eV
Orbital gap = 6.5609 eV

# 2
Molecular formula: C8H8O2Si
Method: DFT, the ωB97M-V functional and the def2-TZVPD basis

Each line ends with the Löwdin charge.
Element x y z (Å)
C -2.15 0.08 -3.00  -0.07
C -1.01 0.84 -2.84  -0.12
O -0.31 0.50 -1.72  -0.02
C -1.09 -0.43 -1.08  -0.37
Si -0.80 -0.94 0.72  0.78
C 0.66 -0.03 1.51  -0.37
C 1.95 -0.07 1.02  -0.10
C 2.81 0.50 2.01  -0.07
C 1.97 0.98 2.98  -0.12
O 0.67 0.73 2.65  -0.04
C -2.16 -0.77 -1.89  -0.10
H -2.93 0.18 -3.73  0.10
H -0.61 1.67 -3.41  0.12
H -1.96 -0.84 1.62  -0.03
H -0.47 -2.34 0.63  -0.04
H 2.30 -0.54 0.08  0.12
H 3.87 0.50 2.07  0.09
H 2.22 1.37 3.96  0.12
H -2.97 -1.38 -1.57  0.10

Output
Energy = -20396.135 eV
Multiplicity = 1
Net charge = 0
E_LUMO = 0.96 eV
ΔE to the lowest compared entry with this formula, charge and spin = 0.0 kJ/mol
HOMO = -8.66 eV
Orbital gap = 9.6200 eV
SMILES string = c1coc([SiH2]c2ccco2)c1

# 3
Molecular formula: C8H8O3
Method: DFT, the ωB97M-V functional and the def2-TZVPD basis

Each line ends with the Löwdin charge.
Element x y z (Å)
O -5.38 -0.41 -0.66  0.11
C -4.21 -0.42 -0.52  -0.25
C -3.48 0.16 0.68  0.06
O -1.99 0.70 0.14  -0.14
C -0.70 0.25 0.15  -0.17
C 0.45 0.75 -0.42  -0.04
C 1.74 0.14 -0.30  -0.27
C 2.99 0.76 -0.59  -0.04
C 4.01 -0.09 -0.22  -0.07
C 3.40 -1.20 0.31  -0.09
O 2.03 -0.97 0.46  0.01
H -3.61 -1.09 -1.05  0.11
H -3.84 0.98 1.30  0.12
H -3.10 -0.60 1.36  0.12
H -0.46 -0.72 0.70  0.14
H 0.44 1.75 -0.97  0.14
H 3.03 1.69 -1.02  0.08
H 4.95 0.21 -0.41  0.07
H 3.73 -1.90 1.05  0.11

Output
Energy = -14563.445 eV
Multiplicity = 1
Net charge = 0
E_LUMO = 0.03 eV
ΔE to the lowest compared entry with this formula, charge and spin = 511.7 kJ/mol
HOMO = -7.36 eV
Orbital gap = 7.3906 eV
SMILES string = O=CCO/C=C/c1ccco1

# 4
Molecular formula: C8H8O3
Method: DFT, the ωB97M-V functional and the def2-TZVPD basis

Each line ends with the Löwdin charge.
Element x y z (Å)
O -3.48 0.06 1.00  0.08
C -2.28 0.52 0.57  -0.30
O -2.17 1.00 -0.80  0.05
C -1.37 -0.18 -0.33  -0.37
O -1.71 -1.35 -1.03  0.08
C 0.09 -0.01 -0.16  -0.18
C 0.80 -1.19 0.01  0.00
C 2.20 -1.06 0.11  -0.09
C 2.79 0.18 0.26  -0.10
C 2.02 1.31 0.04  -0.07
C 0.66 1.19 -0.09  -0.05
H -3.83 -0.58 0.38  0.10
H -1.98 1.15 1.35  0.15
H -1.33 -1.21 -1.88  0.11
H 0.61 -2.23 0.08  0.11
H 2.67 -1.99 0.39  0.10
H 3.92 0.05 0.08  0.13
H 2.40 2.32 0.30  0.12
H -0.01 2.01 -0.30  0.13

Output
Energy = -14565.860 eV
Multiplicity = 1
Net charge = 0
E_LUMO = 0.73 eV
ΔE to the lowest compared entry with this formula, charge and spin = 278.7 kJ/mol
HOMO = -9.47 eV
Orbital gap = 10.1979 eV
SMILES string = O[C@@H]1O[C@@]1(O)c1ccccc1

# 5
Molecular formula: C8H8OP2
Method: DFT, the ωB97M-V functional and the def2-TZVPD basis

Each line ends with the Löwdin charge.
Element x y z (Å)
H -0.45 1.92 -0.47  -0.17
P 0.44 0.96 -0.65  1.00
C -0.48 -0.30 -0.04  -0.59
C -1.87 -0.07 0.61  -0.15
C -3.08 -0.98 0.10  -0.16
C -2.43 -2.26 -0.05  0.01
C -1.27 -2.55 -0.39  -0.03
C -0.08 -1.71 -0.12  -0.61
P 1.55 -2.14 -0.29  1.02
C 2.62 -0.70 0.50  -0.69
C 3.68 -0.23 -0.49  -0.10
O 2.34 -0.22 1.56  -0.01
H -1.88 -0.44 1.56  0.09
H -2.27 0.88 0.45  0.08
H -3.35 -0.50 -0.79  0.10
H -3.83 -1.00 0.77  0.07
H 4.53 -0.71 -0.26  0.03
H 3.38 -0.31 -1.47  0.04
H 3.98 0.82 -0.26  0.10

Output
Energy = -29043.422 eV
Multiplicity = 1
Net charge = 0
E_LUMO (alpha / beta) = -1.30 / -1.30 eV
ΔE to the lowest compared entry with this formula, charge and spin = 106.2 kJ/mol
HOMO (alpha / beta) = -8.45 / -8.45 eV
Orbital gap (alpha / beta) = 7.1466 / 7.1471 eV
SMILES string = [H]/P=C1\CCC#C\C1=P\C(C)=O

# 6
Molecular formula: C8H8S
Method: DFT, the ωB97M-V functional and the def2-TZVPD basis

Each line ends with the Löwdin charge.
Element x y z (Å)
C 2.27 0.95 0.11  0.05
C 1.23 0.79 -0.67  -0.14
C 0.21 0.29 -1.63  -0.11
C -0.46 -0.71 -0.67  -0.58
C -1.78 -1.11 -0.11  -0.07
C -1.07 0.06 0.50  -0.25
C 0.02 0.24 1.56  -0.16
C 1.26 0.04 0.69  -0.56
S 0.96 -1.65 0.05  0.96
H 3.20 1.43 0.28  0.08
H -0.48 1.07 -1.96  0.12
H 0.69 -0.17 -2.49  0.12
H -1.78 -2.07 0.39  0.09
H -2.70 -0.89 -0.64  0.10
H -1.52 1.01 0.22  0.14
H -0.03 1.24 2.01  0.11
H -0.01 -0.51 2.35  0.10

Output
Energy = -19255.634 eV
Multiplicity = 1
Net charge = 0
E_LUMO = 0.86 eV
ΔE to the lowest compared entry with this formula, charge and spin = 350.4 kJ/mol
HOMO = -8.32 eV
Orbital gap = 9.1723 eV
SMILES string = C1=C2C[C@@]34C[C@H]3C[C@]12S4

# 7
Molecular formula: C8H9AlI2NO2Te
Method: DFT, the ωB97M-V functional and the def2-TZVPD basis

Each line ends with the Löwdin charge.
Element x y z (Å)
Al 2.43 2.53 -0.39  -0.63
N 1.60 1.09 0.63  -0.01
C 2.31 -0.15 0.24  -0.10
C 2.95 0.04 -1.18  -0.54
O 3.17 -0.96 -1.86  0.10
O 3.03 1.31 -1.54  -0.10
H 1.36 1.11 1.63  0.13
H 0.63 1.08 0.38  0.04
H 1.72 -1.12 0.24  0.14
H 3.24 -0.29 0.91  0.17
I 0.51 3.65 -1.69  0.40
I 4.37 3.56 0.84  0.44
Te -2.24 1.98 1.86  1.37
C -2.21 0.16 0.86  -0.65
C -1.33 -0.93 1.06  -0.14
C -1.33 -2.05 0.28  -0.04
C -2.35 -2.25 -0.64  0.00
C -3.28 -1.28 -0.83  -0.03
C -3.17 -0.07 -0.13  -0.12
H -0.45 -0.80 1.75  0.12
H -0.57 -2.75 0.50  0.11
H -2.43 -3.16 -1.22  0.14
H -4.10 -1.44 -1.42  0.10
H -3.88 0.76 -0.27  0.11

Output
Energy = -44114.156 eV
Multiplicity = 1
Net charge = +1
E_LUMO (alpha / beta) = -8.20 / -8.36 eV
HOMO (alpha / beta) = -12.06 / -12.06 eV
Orbital gap (alpha / beta) = 3.8576 / 3.6947 eV

# 8
Molecular formula: C8H9Br2
Method: DFT, the ωB97M-V functional and the def2-TZVPD basis

Each line ends with the Löwdin charge.
Element x y z (Å)
Br 0.84 0.01 2.80  0.16
Br 3.77 0.01 0.74  0.63
C -2.82 0.00 0.72  -0.06
C -1.44 -0.01 0.13  -0.32
C -0.77 1.20 -0.12  -0.08
C 0.55 1.20 -0.54  -0.07
C 1.25 -0.01 -0.69  -0.36
C 0.54 -1.22 -0.55  -0.07
C -0.77 -1.21 -0.12  -0.07
C 2.73 0.01 -0.86  -0.59
H -3.18 -1.02 0.88  0.08
H -2.78 0.53 1.68  0.08
H -3.54 0.54 0.09  0.08
H -1.30 2.13 0.08  0.12
H 1.05 2.14 -0.77  0.12
H 1.07 -2.14 -0.78  0.12
H -1.28 -2.16 0.07  0.11
H 3.05 -0.90 -1.37  0.06
H 3.04 0.91 -1.38  0.06

Output
Energy = -148526.063 eV
Multiplicity = 2
Net charge = 0
⟨S²⟩ = 0.7527
E_LUMO (alpha / beta) = 0.69 / -3.06 eV
ΔE to the lowest compared entry with this formula, charge and spin = 0.0 kJ/mol
HOMO (alpha / beta) = -9.01 / -9.00 eV
Orbital gap (alpha / beta) = 9.7094 / 5.9443 eV

Repeat the fourth record exactly.
Molecular formula: C8H8O3
Method: DFT, the ωB97M-V functional and the def2-TZVPD basis

Each line ends with the Löwdin charge.
Element x y z (Å)
O -3.48 0.06 1.00  0.08
C -2.28 0.52 0.57  -0.30
O -2.17 1.00 -0.80  0.05
C -1.37 -0.18 -0.33  -0.37
O -1.71 -1.35 -1.03  0.08
C 0.09 -0.01 -0.16  -0.18
C 0.80 -1.19 0.01  0.00
C 2.20 -1.06 0.11  -0.09
C 2.79 0.18 0.26  -0.10
C 2.02 1.31 0.04  -0.07
C 0.66 1.19 -0.09  -0.05
H -3.83 -0.58 0.38  0.10
H -1.98 1.15 1.35  0.15
H -1.33 -1.21 -1.88  0.11
H 0.61 -2.23 0.08  0.11
H 2.67 -1.99 0.39  0.10
H 3.92 0.05 0.08  0.13
H 2.40 2.32 0.30  0.12
H -0.01 2.01 -0.30  0.13

Output
Energy = -14565.860 eV
Multiplicity = 1
Net charge = 0
E_LUMO = 0.73 eV
ΔE to the lowest compared entry with this formula, charge and spin = 278.7 kJ/mol
HOMO = -9.47 eV
Orbital gap = 10.1979 eV
SMILES string = O[C@@H]1O[C@@]1(O)c1ccccc1